12
Properties=species:S:1:pos:R:3 method="wB97M-V/def2-TZVPD" homo_lumo_gap_ev=10.2 e_above_lowest_kj_mol=246.2 energy_ha=-360.57566 e_homo_ev=-9.9 e_lumo_ev=0.255 smiles="C=NC(C=O)C=O"
C -0.421 -1.618 -0.401
N -0.362 -1.076 0.740
C -0.091 0.372 0.668
C -0.781 1.008 -0.554
O -1.976 1.159 -0.612
C 1.405 0.573 0.621
O 1.989 0.699 -0.431
H -0.033 -1.152 -1.315
H -0.980 -2.539 -0.480
H -0.578 0.753 1.568
H -0.114 1.294 -1.390
H 1.940 0.526 1.586

***

5
Properties=species:S:1:pos:R:3 method="wB97M-V/def2-TZVPD" homo_lumo_gap_ev=4.8 e_above_lowest_kj_mol=316.2 energy_ha=-323.61751 e_homo_ev=-15.6 e_lumo_ev=-10.804 charge=+1
Tl 20.037 4.858 4.234
O 22.344 5.996 3.271
H 23.207 5.569 3.097
O 17.378 4.663 4.908
H 17.306 5.410 4.281

***

201
Properties=species:S:1:pos:R:3 method="wB97M-V/def2-TZVPD" homo_lumo_gap_ev=8.3 e_above_lowest_kj_mol=0.0 energy_ha=-7189.07804 e_homo_ev=-8.4 e_lumo_ev=-0.123
O -0.156 4.685 3.803
S -1.038 4.465 2.661
O -2.190 3.597 2.875
O -1.604 5.945 2.079
C -0.806 7.076 2.250
C 0.390 7.111 1.359
C -0.058 3.910 1.135
H -0.433 7.292 3.251
H -1.456 7.895 1.942
H 0.034 6.948 0.341
H 1.008 6.268 1.669
H 0.924 8.060 1.400
H 0.974 4.259 1.140
H -0.675 4.348 0.350
H -0.123 2.832 0.986
O 4.160 -0.395 -4.989
S 3.466 -0.531 -3.677
O 3.252 -1.884 -3.147
O 4.317 0.372 -2.562
C 5.631 -0.036 -2.312
C 6.107 0.359 -0.936
C 1.886 0.416 -3.653
H 6.231 0.520 -3.032
H 5.782 -1.109 -2.433
H 5.759 1.347 -0.637
H 7.188 0.387 -0.797
H 5.726 -0.361 -0.212
H 1.961 1.342 -4.224
H 1.603 0.690 -2.637
H 1.173 -0.263 -4.121
O -5.893 -0.946 -2.578
S -5.945 -0.767 -1.116
O -4.923 -1.294 -0.195
O -5.848 0.839 -0.808
C -6.668 1.774 -1.578
C -6.059 2.058 -2.969
C -7.679 -1.171 -0.495
H -6.692 2.699 -1.002
H -7.724 1.510 -1.646
H -4.972 2.126 -2.997
H -6.495 2.993 -3.320
H -6.314 1.305 -3.714
H -8.348 -0.608 -1.145
H -7.759 -0.915 0.561
H -7.805 -2.247 -0.612
O 2.168 0.072 -0.297
S 1.559 -0.948 0.567
O 2.160 -1.293 1.867
O 0.008 -0.458 0.848
C -0.713 0.044 -0.262
C -1.919 0.634 0.404
C 1.234 -2.471 -0.402
H -0.816 -0.790 -0.957
H -0.198 0.861 -0.766
H -1.718 1.386 1.167
H -2.643 -0.063 0.827
H -2.494 1.213 -0.318
H 2.094 -3.127 -0.545
H 0.892 -2.182 -1.395
H 0.496 -3.054 0.149
O -0.858 -5.996 -4.231
S -0.184 -6.294 -2.957
O 1.299 -6.251 -2.800
O -0.769 -5.307 -1.780
C -2.160 -5.032 -1.776
C -2.382 -3.902 -0.726
C -0.703 -7.915 -2.292
H -2.776 -5.896 -1.526
H -2.527 -4.769 -2.768
H -2.319 -4.256 0.303
H -3.394 -3.499 -0.762
H -1.682 -3.085 -0.902
H -0.209 -8.724 -2.831
H -1.786 -7.988 -2.396
H -0.393 -7.993 -1.250
O -2.945 4.094 -2.716
S -1.681 3.565 -3.271
O -0.891 2.555 -2.571
O -1.984 2.989 -4.791
C -1.023 2.147 -5.360
C -1.625 1.503 -6.641
C -0.595 5.039 -3.655
H -0.797 1.328 -4.678
H -0.094 2.652 -5.629
H -0.842 0.829 -6.986
H -1.915 2.195 -7.431
H -2.447 0.813 -6.447
H 0.296 4.652 -4.149
H -0.298 5.474 -2.702
H -1.153 5.687 -4.331
O -7.055 2.655 3.526
S -6.735 2.295 2.149
O -7.712 1.600 1.326
O -6.219 3.678 1.389
C -5.533 4.659 2.067
C -4.770 5.370 0.959
C -5.136 1.398 2.197
H -4.830 4.206 2.765
H -6.304 5.224 2.591
H -5.525 5.598 0.206
H -4.021 4.787 0.423
H -4.433 6.312 1.392
H -4.515 1.854 2.969
H -4.727 1.412 1.187
H -5.352 0.358 2.444
C 3.416 -2.377 5.018
C 4.728 -2.440 4.211
O 5.761 -2.840 4.773
N 4.693 -2.108 2.913
C 5.766 -2.280 1.940
H 2.542 -2.209 4.389
H 3.461 -1.611 5.792
H 3.278 -3.313 5.559
H 3.787 -1.865 2.540
H 6.264 -3.238 2.087
H 6.462 -1.474 2.170
H 5.390 -2.166 0.923
C 2.127 3.021 -1.856
C 2.741 4.435 -1.783
O 1.961 5.333 -1.433
N 4.010 4.687 -2.124
C 4.955 3.730 -2.622
H 2.900 2.259 -1.751
H 1.826 2.920 -2.899
H 1.261 2.778 -1.240
H 4.233 5.667 -2.223
H 5.680 4.190 -3.294
H 4.406 3.051 -3.275
H 5.451 3.223 -1.795
C 0.739 1.259 3.548
C 0.772 1.628 5.076
O 0.693 0.730 5.910
N 0.650 2.876 5.433
C 0.290 3.323 6.783
H 1.182 2.081 2.985
H -0.255 1.051 3.155
H 1.463 0.456 3.410
H 0.495 3.552 4.698
H 0.742 2.759 7.599
H -0.797 3.379 6.833
H 0.669 4.315 7.028
C -1.383 -6.015 2.818
C -0.083 -5.598 2.133
O 0.395 -4.475 2.288
N 0.530 -6.542 1.432
C 1.781 -6.331 0.704
H -1.594 -7.084 2.840
H -2.302 -5.607 2.396
H -1.344 -5.628 3.837
H 0.267 -7.517 1.451
H 2.581 -5.866 1.280
H 1.449 -5.686 -0.110
H 2.184 -7.268 0.320
C -2.694 1.136 5.375
C -2.658 -0.145 4.576
O -3.673 -0.651 4.036
N -1.444 -0.764 4.567
C -1.163 -1.897 3.735
H -2.018 1.110 6.229
H -3.684 1.227 5.823
H -2.536 1.947 4.664
H -0.686 -0.285 5.032
H -0.305 -1.752 3.080
H -1.984 -2.150 3.065
H -0.852 -2.752 4.336
C 6.325 -8.115 -2.150
C 5.440 -6.941 -1.636
O 4.631 -7.221 -0.703
N 5.587 -5.773 -2.178
C 4.728 -4.626 -1.792
H 5.780 -9.046 -2.302
H 7.123 -8.315 -1.434
H 6.830 -7.980 -3.106
H 6.293 -5.580 -2.874
H 4.375 -4.143 -2.703
H 5.425 -3.928 -1.328
H 3.962 -4.980 -1.102
C -2.600 -0.589 -3.030
C -1.987 -1.827 -3.663
O -0.802 -2.054 -3.466
N -2.721 -2.717 -4.322
C -4.199 -2.796 -4.435
H -1.921 0.263 -3.069
H -2.743 -0.785 -1.968
H -3.470 -0.270 -3.605
H -2.113 -3.426 -4.704
H -4.405 -3.215 -5.420
H -4.681 -1.819 -4.450
H -4.727 -3.436 -3.728
C 4.296 5.230 1.672
C 3.718 3.885 2.084
O 2.782 3.932 2.899
N 4.419 2.817 1.689
C 3.919 1.498 1.933
H 3.738 5.691 0.857
H 5.309 5.085 1.298
H 4.301 5.872 2.553
H 5.280 3.000 1.195
H 4.598 0.716 1.594
H 3.003 1.363 1.358
H 3.662 1.295 2.973